1.
Computed, not measured: one molecule with the formula C8H14ClN, with ωB97M-V with the def2-TZVPD basis set.

Its HOMO energy is -0.3243 Ha. The net charge is 0. The value obtained for the max |F| is 3.84 eV/A. The energy above the lowest of the compared OMol25 structures with the same formula, charge and spin is 240.5 kJ/mol. The calculation puts the frontier orbital gap at 9.63 eV. As for the molar mass: 159.66 g mol⁻¹. The calculation puts the calculated total energy at -828.01840 hartree.

```
24
Properties=species:S:1:pos:R:3:forces:R:3:nbo_charge:R:1
C 1.111631 -2.761704 -1.092291 1.680 2.705 2.138 -0.3934
C 1.497784 -1.734658 -0.315535 0.135 -0.519 0.752 -0.1391
C 0.174742 1.921571 0.041067 -0.516 -1.525 -3.202 -0.4253
C 1.070603 0.748506 -0.433585 2.643 0.724 -0.281 -0.3819
C -1.143349 1.927303 -0.755336 -0.565 -2.083 -1.697 -0.2180
C -2.615317 0.003253 -0.618291 -0.041 -0.357 -0.364 0.0445
C 0.649393 -0.578690 0.122543 1.749 -1.225 1.487 -0.3042
C 0.562336 -0.763547 1.683327 1.887 2.663 -0.783 -0.6023
N -2.150076 1.074024 -0.075959 1.375 0.064 -1.049 -0.5787
Cl -3.755584 -0.821678 0.405051 -0.219 0.074 0.366 -0.0701
H 1.679495 -3.591458 -1.237113 2.035 -2.193 -0.137 0.1866
H 0.248156 -2.828138 -1.623420 -2.718 0.525 -1.225 0.1929
H 2.399184 -1.697001 0.390447 -0.652 -0.753 -1.760 0.1896
H -0.209989 1.805538 1.010134 0.448 -0.222 1.867 0.2045
H 0.824704 2.757182 -0.044419 -0.279 1.329 -0.077 0.2258
H 1.280215 0.566205 -1.569606 -1.240 0.900 1.674 0.2306
H 2.115624 1.105034 -0.145483 -0.886 -1.021 0.182 0.1975
H -1.701806 2.821509 -0.726743 0.136 1.745 -0.636 0.1978
H -1.173903 1.417093 -1.783732 0.752 1.388 1.136 0.2311
H -0.325672 -0.653017 -0.161680 -2.583 -0.850 -1.391 0.2098
H 1.084898 0.146075 2.080834 -0.815 -0.565 0.314 0.1971
H 1.130795 -1.572244 2.096831 0.152 -0.736 -0.173 0.2182
H -0.445084 -0.833667 1.986569 -1.110 0.087 0.605 0.2134
H -2.308780 1.542502 0.766399 -1.366 -0.156 2.255 0.3735
```
Forces are in eV/Å.



2.
Computed, not measured: C8H14CoF6NO7S2 as an isolated structure, with ωB97M-V with the def2-TZVPD basis set.

Its spin multiplicity is 2. Its expectation value of S² is 0.75. Its HOMO energy (spin up / spin down) is -0.5207 / -0.5282 Ha. The net charge is +1. The value obtained for the max |F| is 1.45 eV/A. The energy above the lowest of the compared OMol25 structures with the same formula, charge and spin is 66.5 kJ/mol. The calculation puts the frontier orbital gap (spin up / spin down) at 8.83 / 10.00 eV. As for the molar mass: 473.26 g mol⁻¹. The calculation puts the calculated total energy at -3672.67733 hartree.

```
39
Properties=species:S:1:pos:R:3:forces:R:3:nbo_charge:R:1
Co 0.193977 0.554284 0.646582 -0.471 -0.834 -0.219 1.4265
C 1.941785 -2.173887 0.719799 0.429 -0.163 -0.014 -0.2509
O 0.756879 -1.500972 0.294885 -0.370 0.750 0.205 -0.5967
C -0.443570 -2.238253 0.558914 -0.580 0.126 -0.306 -0.1029
C -1.462184 -1.757448 -0.472064 0.289 -0.701 0.182 -0.0813
O -1.533421 -0.334677 -0.387028 1.017 0.769 0.696 -0.5633
C -1.866755 0.338057 -1.603291 0.119 0.441 -0.485 -0.0967
C -0.969664 1.577555 -1.731533 -0.488 -0.056 0.196 -0.1081
O 0.374777 1.281385 -1.364444 0.116 -0.047 0.335 -0.5926
C 1.175718 0.774437 -2.429816 0.301 -0.036 -0.193 -0.2537
H 2.045817 -3.098197 0.140646 0.010 0.152 0.109 0.1971
H 2.770872 -1.506796 0.503224 0.057 -0.034 0.026 0.2135
H 1.923154 -2.399326 1.786657 -0.099 0.042 -0.049 0.2031
H -0.258932 -3.312242 0.431519 -0.063 0.212 0.040 0.2192
H -0.798670 -2.033631 1.575913 0.154 -0.088 -0.057 0.2152
H -1.119486 -2.054010 -1.473777 -0.110 0.131 0.189 0.1940
H -2.451696 -2.190185 -0.280511 0.184 0.076 -0.028 0.2190
H -1.715927 -0.337634 -2.452087 -0.035 0.008 0.169 0.1934
H -2.916306 0.650164 -1.572735 0.140 -0.106 -0.045 0.2209
H -1.004823 1.957501 -2.755619 -0.040 0.062 0.113 0.2148
H -1.300884 2.344688 -1.029777 0.006 -0.012 -0.223 0.2316
H 1.155474 1.477090 -3.267960 -0.009 -0.065 0.114 0.2030
H 2.195292 0.696971 -2.057822 -0.059 -0.019 -0.006 0.2149
H 0.832072 -0.205929 -2.766262 -0.035 -0.015 0.052 0.1792
F -2.753360 1.716376 4.440728 0.369 -0.061 -0.106 -0.2787
C -2.509363 2.402959 3.341442 -0.402 0.150 0.164 0.7992
F -2.545558 3.693107 3.600681 0.383 -0.058 -0.098 -0.2756
F -3.439521 2.116575 2.434458 0.339 -0.110 -0.043 -0.2934
S -0.867288 1.883793 2.584919 -0.604 0.302 0.987 2.1795
O -0.861915 0.425695 2.549962 -0.333 -0.730 -0.100 -0.9832
O -0.871139 2.401304 1.228549 0.115 0.096 -0.769 -0.9618
N 0.259985 2.463432 3.490052 -0.196 0.269 -0.064 -1.1492
S 1.670983 1.804322 3.204065 -0.136 -0.609 0.645 2.2335
O 2.772276 2.621433 3.516062 0.181 0.300 0.177 -0.8259
O 1.689857 1.174463 1.873303 -0.144 -0.436 -1.378 -1.0071
C 1.701111 0.300646 4.373755 -0.173 -0.320 0.251 0.7554
F 2.698608 0.350232 5.234568 -0.021 0.374 -0.277 -0.2793
F 1.827000 -0.810437 3.644343 0.074 0.048 -0.187 -0.3171
F 0.555341 0.220639 5.037536 0.087 0.195 -0.004 -0.2958
```
Forces are in eV/Å.